Computed, not measured: the molecule C5H7N, with wB97M-V/def2-TZVPD.

Atoms and positions in Å:
N 2.8988 0.2668 1.1384
C 2.1162 -0.2654 0.4518
C 1.0600 -0.7143 -0.3782
C -0.3118 -1.0922 0.2176
C -1.4296 0.3714 0.0919
C -0.3948 1.3388 -0.3921
H 1.2812 -0.9488 -1.4238
H -0.7912 -1.9118 -0.3396
H -0.2463 -1.2564 1.2953
H -2.2242 0.1625 -0.6520
H -1.8198 0.5541 1.1114
H 0.1767 1.9178 0.3318
H -0.3153 1.5776 -1.4524

The calculation puts the HOMO-LUMO gap (alpha / beta) at 0.3225 / 0.2563 Ha. The LUMO energy (alpha / beta) comes out at 0.11 / -1.03 eV. The value obtained for the HOMO energy (alpha / beta) is -8.665 / -8.003 eV. As for the relative energy (zero: lowest compared OMol25 entry of this formula, charge and spin): 428.4 kJ/mol.


Computed, not measured: the molecule C5H7N, with wB97M-V/def2-TZVPD.

Atoms and positions in Å:
C -0.9972 1.3751 -0.9317
C -0.2227 0.2743 -0.2829
C 0.5401 -0.7388 -0.8193
C 1.1122 -1.4680 0.2605
C 0.6705 -0.8897 1.4195
N -0.1314 0.1608 1.0856
H -1.7492 1.7500 -0.2316
H -0.3611 2.2202 -1.2288
H -1.5147 1.0157 -1.8265
H 0.6456 -0.9670 -1.8744
H 1.7773 -2.3181 0.2094
H 0.8703 -1.1190 2.4536
H -0.6397 0.7046 1.7666

The calculation puts the HOMO-LUMO gap at 0.3312 Ha. The LUMO energy comes out at 1.06 eV. The value obtained for the HOMO energy is -7.956 eV. As for the relative energy (zero: lowest compared OMol25 entry of this formula, charge and spin): 3.8 kJ/mol. As for the SMILES: Cc1ccc[nH]1.


Computed, not measured: the molecule C5H7N, with wB97M-V/def2-TZVPD.

Atoms and positions in Å:
C 1.4816 0.3113 1.1436
C 0.2330 0.0424 0.4078
C 0.1000 -1.0408 -0.5326
C -1.0595 -0.8696 -1.2268
N -1.5533 0.3955 -0.8945
C -0.7222 0.9566 0.1072
H 1.9760 -0.5723 1.5256
H 2.2899 0.6557 0.4800
H 1.3542 1.0210 2.0208
H 0.9475 -1.8038 -0.5631
H -1.6305 -1.5921 -1.7991
H -2.4111 0.6196 -1.1724
H -1.0056 1.8765 0.5034

The calculation puts the HOMO-LUMO gap at 0.3458 Ha. The LUMO energy comes out at 1.14 eV. The value obtained for the HOMO energy is -8.271 eV. As for the relative energy (zero: lowest compared OMol25 entry of this formula, charge and spin): 80.0 kJ/mol. As for the SMILES: Cc1cc[nH]c1.


Computed, not measured: the molecule C5H7N, with wB97M-V/def2-TZVPD.

Atoms and positions in Å:
C 1.2322 -0.4980 1.4273
C 0.3139 -0.1166 0.3098
C -0.4199 1.1052 0.2056
C -1.2045 1.0266 -0.9098
N -0.9965 -0.1979 -1.4853
C 0.0274 -0.8310 -0.8189
H 0.6839 -0.9010 2.2783
H 1.9527 -1.2474 1.0991
H 1.8310 0.3491 1.7629
H -0.3729 1.9502 0.8743
H -1.9587 1.6585 -1.3428
H -1.3641 -0.4337 -2.3876
H 0.2756 -1.8639 -1.0128

The calculation puts the HOMO-LUMO gap at 0.3411 Ha. The LUMO energy comes out at 1.09 eV. The value obtained for the HOMO energy is -8.189 eV. As for the relative energy (zero: lowest compared OMol25 entry of this formula, charge and spin): 17.9 kJ/mol. As for the SMILES: Cc1cc[nH]c1.


Computed, not measured: a structure of composition C5H7N2, with wB97M-V/def2-TZVPD.

Atoms and positions in Å:
C -1.5123 -0.4727 -0.6366
C -1.8873 0.7894 -0.1668
C 1.7703 -0.1823 -0.2158
C -0.4774 -0.5765 0.5035
C -0.7517 0.8165 0.6814
N 0.8771 -0.9920 0.2172
N 1.6490 1.0597 -0.0487
H -1.6322 -1.0898 -1.4470
H -2.6679 1.5461 -0.4906
H 2.6275 -0.7891 -0.7441
H -0.8254 -1.0763 1.4354
H -0.3224 1.3146 1.4538
H 1.0773 -2.0364 0.1297
H 2.0754 1.6887 -0.6715

The calculation puts the HOMO-LUMO gap (alpha / beta) at 0.2839 / 0.2838 Ha. The LUMO energy (alpha / beta) comes out at -6.27 / -6.27 eV. The value obtained for the HOMO energy (alpha / beta) is -13.996 / -13.995 eV. The net charge is +1. As for the relative energy (zero: lowest compared OMol25 entry of this formula, charge and spin): 513.3 kJ/mol.


Computed, not measured: a cluster of 2 separate species, C5H7N2 in total, with wB97M-V/def2-TZVPD.

Atoms and positions in Å:
C 1.9095 -1.3616 -0.1669
C 0.6474 -1.6507 -0.6067
C 0.6179 0.3806 0.5222
C -1.4065 2.0022 0.8275
C -1.4085 -0.3620 -0.5595
N 1.8264 -0.2219 0.5017
N -0.1891 -0.5951 -0.1949
H 2.7857 -1.8787 -0.3873
H 0.3678 -2.5062 -1.0912
H -2.0503 1.7652 1.7597
H -0.4486 2.4286 0.8233
H -1.8213 0.4497 -0.0260
H -1.9244 -1.1503 -1.0505
H 2.6104 0.1589 0.9212

The calculation puts the HOMO-LUMO gap (alpha / beta) at 0.2182 / 0.2150 Ha. The LUMO energy (alpha / beta) comes out at -6.53 / -6.55 eV. The value obtained for the HOMO energy (alpha / beta) is -12.473 / -12.404 eV. The net charge is +1. As for the relative energy (zero: lowest compared OMol25 entry of this formula, charge and spin): 913.4 kJ/mol.


Computed, not measured: the ion C5H7N2 with charge +1, with wB97M-V/def2-TZVPD.

Atoms and positions in Å:
C 0.7098 1.7835 0.8822
C 0.3406 -0.6642 0.2946
C 1.0503 0.4920 0.0702
C -0.2134 2.4735 -1.3425
C -0.6854 -2.8633 1.0664
N 0.4725 1.8133 -0.3514
N -0.0679 -1.7564 0.5210
H 2.1176 0.3875 -0.2008
H 0.5625 2.7945 -2.0888
H -0.9279 1.7645 -1.8218
H -0.7498 3.2818 -0.9624
H -0.0855 -3.6427 1.6037
H -1.3811 -3.3192 0.3428
H -1.1423 -2.5449 1.9867

The calculation puts the HOMO-LUMO gap at 0.3526 Ha. The LUMO energy comes out at -4.54 eV. The value obtained for the HOMO energy is -14.131 eV. The net charge is +1. As for the relative energy (zero: lowest compared OMol25 entry of this formula, charge and spin): 587.1 kJ/mol.


Computed, not measured: the ion C5H7N2 with charge +1, with wB97M-V/def2-TZVPD.

Atoms and positions in Å:
N 0.6116 -1.9650 -2.0236
C 0.8002 -1.7144 -0.8928
N 1.1905 -1.3761 0.2552
C 0.8004 -0.2363 1.0544
C -0.0973 0.6347 0.6600
C -0.8993 1.8370 0.8487
C -1.0021 1.0244 -0.4236
H -0.0099 -2.4572 -2.6386
H 1.8703 -1.9854 0.7107
H 1.3298 -0.2046 1.9932
H -1.7214 1.7876 1.5499
H -0.4120 2.7990 0.8260
H -0.5667 1.4173 -1.3308
H -1.8941 0.4389 -0.5889

The calculation puts the HOMO-LUMO gap at 0.3622 Ha. The LUMO energy comes out at -4.15 eV. The value obtained for the HOMO energy is -14.010 eV. The net charge is +1. As for the relative energy (zero: lowest compared OMol25 entry of this formula, charge and spin): 380.2 kJ/mol. As for the SMILES: [NH+]#CNC=C1CC1.


Computed, not measured: the ion C5H7N2 with charge +1, with wB97M-V/def2-TZVPD.

Atoms and positions in Å:
C -0.6794 -1.0151 0.2601
C 0.6326 -0.3787 0.0906
C 0.3105 0.9635 0.2109
C -0.6198 2.0695 -0.1519
C 1.7931 -1.1293 -0.4452
N -1.5893 -0.1310 0.5674
N -1.0790 1.0641 0.8310
H -0.8884 -2.0882 0.2328
H -0.5383 3.1291 0.2856
H -1.1652 2.0577 -1.0720
H 2.7918 -0.9495 -0.0586
H 1.6284 -2.1942 -0.1982
H 1.9268 -1.1091 -1.4610
H -2.5236 -0.2890 0.9086

The calculation puts the HOMO-LUMO gap (alpha / beta) at 0.3017 / 0.2634 Ha. As for the multiplicity: 3. The LUMO energy (alpha / beta) comes out at -3.78 / -7.97 eV. The value obtained for the HOMO energy (alpha / beta) is -11.989 / -15.139 eV. The expectation value of S² is 2.015. The net charge is +1. As for the relative energy (zero: lowest compared OMol25 entry of this formula, charge and spin): 352.7 kJ/mol.


Computed, not measured: a cluster of 2 separate species, C5H7N2O in total, with wB97M-V/def2-TZVPD.

Atoms and positions in Å:
C 3.2141 -0.2801 -0.1821
C 2.0377 -0.9660 -0.3361
C 2.8519 0.9704 0.3118
C 1.0563 0.0145 -0.2276
C -1.7340 0.1885 -0.0284
N -2.1710 -0.9967 0.3710
N -2.3900 1.2317 -0.3345
O 1.5789 1.1391 0.2761
H 4.1850 -0.6785 -0.2094
H 1.9860 -1.9831 -0.4617
H 3.4335 1.7534 0.7171
H -1.4669 -1.5261 0.7393
H -3.1428 -1.0743 0.7632
H -1.9660 1.9158 -0.8284
H -3.4296 1.2555 -0.4930

The calculation puts the HOMO-LUMO gap (alpha / beta) at 0.2592 / 0.2542 Ha. The LUMO energy (alpha / beta) comes out at -5.92 / -5.74 eV. The value obtained for the HOMO energy (alpha / beta) is -12.972 / -12.651 eV. The net charge is +1. As for the relative energy (zero: lowest compared OMol25 entry of this formula, charge and spin): 491.7 kJ/mol.


Computed, not measured: the ion C5H7N2O with charge +1, with wB97M-V/def2-TZVPD.

Atoms and positions in Å:
C -0.2323 -1.6089 -0.0875
C 0.0170 -0.9726 -1.2084
C 0.4015 -0.4157 1.1463
C 0.3783 1.2843 -0.3307
C -0.9406 -0.9589 1.1083
N 0.6909 0.8354 0.8035
N 0.4628 2.5481 -0.6539
O -0.0058 0.3442 -1.3765
H -0.2231 -2.6757 -0.2207
H 0.3498 -1.4993 -2.1026
H 1.1127 -0.8756 1.8181
H -1.8255 -0.3448 0.6743
H -1.2060 -1.7783 1.7608
H 0.8494 3.0692 0.1233
H 0.1708 3.0485 -1.4545

The calculation puts the HOMO-LUMO gap at 0.3663 Ha. The LUMO energy comes out at -4.45 eV. The value obtained for the HOMO energy is -14.414 eV. The net charge is +1. As for the relative energy (zero: lowest compared OMol25 entry of this formula, charge and spin): 124.3 kJ/mol.


Computed, not measured: the ion C5H7N2O3 with charge -1, with wB97M-V/def2-TZVPD.

Atoms and positions in Å:
C 1.6889 -2.2069 -0.1711
N 1.1585 -0.8772 -0.1139
C 1.7315 0.2611 0.0439
O 2.9145 0.5568 0.2725
C 0.6123 1.4348 -0.1365
O 1.0354 2.5405 -0.3640
C -0.8475 0.9667 -0.1705
C -1.8280 1.7406 0.6882
N -1.0217 -0.1392 -0.7363
O -2.4363 -0.6114 -0.8565
H 2.7745 -2.3791 -0.5938
H 1.7691 -2.6012 0.8573
H 1.0584 -2.9835 -0.6704
H -1.5787 2.8706 0.8179
H -1.9903 1.3886 1.7092
H -2.7143 1.5850 0.1652
H -2.3263 -1.5463 -0.7411

The calculation puts the HOMO-LUMO gap at 0.2519 Ha. The LUMO energy comes out at 3.53 eV. The value obtained for the HOMO energy is -3.324 eV. The net charge is -1. As for the relative energy (zero: lowest compared OMol25 entry of this formula, charge and spin): 420.7 kJ/mol. As for the SMILES: C/N=C(\[O-])C(=O)/C(C)=N/O.


Computed, not measured: the ion C5H7N2O4 with charge +1, with wB97M-V/def2-TZVPD.

Atoms and positions in Å:
C -2.8716 1.7046 0.0396
O -1.4760 1.6076 0.0087
N -0.8351 0.4387 -0.0291
O -1.5700 -0.5038 0.0870
C 0.6243 0.3202 -0.1079
C 1.2808 -0.9337 0.0781
C 0.7380 -2.3451 -0.0356
N 2.5620 -0.6674 0.1964
O 2.8119 0.6351 0.0184
C 1.6961 1.3858 -0.1058
O 1.7119 2.5636 -0.1549
H -3.1546 1.1750 1.0370
H -3.3628 1.1345 -0.7011
H -3.3763 2.7524 0.0115
H -0.0977 -2.4902 0.6631
H 1.5029 -3.1549 0.0247
H 0.4011 -2.4258 -1.1432
H 3.4150 -1.1966 0.1131

The calculation puts the HOMO-LUMO gap (alpha / beta) at 0.3060 / 0.3059 Ha. The LUMO energy (alpha / beta) comes out at -5.95 / -5.95 eV. The value obtained for the HOMO energy (alpha / beta) is -14.277 / -14.276 eV. The net charge is +1. As for the relative energy (zero: lowest compared OMol25 entry of this formula, charge and spin): 315.6 kJ/mol. As for the SMILES: CO[N+](=O)c1c(C)[nH]oc1=O.


Computed, not measured: a structure of composition C5H7N2P, with wB97M-V/def2-TZVPD.

Atoms and positions in Å:
C 0.8478 -0.2896 -0.7968
C 0.8146 -1.7088 -0.7578
C -0.5539 0.1287 -0.8826
C 0.3931 1.1139 2.5049
C -1.1142 1.3236 -1.0826
N -1.3484 -0.9794 -0.8736
N -0.5108 -2.0091 -0.6070
P 1.4552 0.7735 1.2958
H 1.7104 0.3152 -1.2664
H 1.7078 -2.3902 -0.5676
H -0.6943 1.0459 2.6775
H 0.7206 1.7237 3.2893
H -0.5422 2.2553 -0.9167
H -2.0396 1.6133 -1.5921
H -0.8459 -2.9160 -0.4241

The calculation puts the HOMO-LUMO gap (alpha / beta) at 0.2351 / 0.2657 Ha. The LUMO energy (alpha / beta) comes out at -0.22 / -0.19 eV. The value obtained for the HOMO energy (alpha / beta) is -6.613 / -7.419 eV. As for the relative energy (zero: lowest compared OMol25 entry of this formula, charge and spin): 468.9 kJ/mol.


Computed, not measured: the ion C5H7N2S with charge -1, with wB97M-V/def2-TZVPD.

Atoms and positions in Å:
C -1.4803 -2.0199 -0.4602
C -1.1040 -0.6274 -0.1335
C 0.1413 -0.1357 0.2183
C 0.1380 1.2106 0.0612
C 1.1778 2.2656 0.1787
N -1.1648 1.5282 -0.2259
S -1.8322 3.0643 -0.3354
N -1.9266 0.3803 -0.3198
H -0.6630 -2.6315 -0.9363
H -1.8425 -2.5588 0.5298
H -2.2850 -2.0073 -1.0908
H 1.0271 -0.7536 0.3357
H 1.3774 2.6505 1.2021
H 2.2535 1.8890 -0.1075
H 0.7286 3.0379 -0.3250

The calculation puts the HOMO-LUMO gap at 0.2330 Ha. The LUMO energy comes out at 3.91 eV. The value obtained for the HOMO energy is -2.428 eV. The net charge is -1. As for the relative energy (zero: lowest compared OMol25 entry of this formula, charge and spin): 0.0 kJ/mol. As for the SMILES: Cc1cc(C)n([S-])n1.


Computed, not measured: the molecule C5H7N3, with wB97M-V/def2-TZVPD.

Atoms and positions in Å:
H 2.2498 -0.2392 1.0768
N 2.2389 0.5003 0.3978
C 1.1801 0.8031 -0.2410
N 1.1832 1.9891 -0.8814
C -0.0596 0.0711 0.0210
C -1.1941 -0.0831 -0.8487
C -1.9044 -1.1485 -0.3603
N -1.3444 -1.5915 0.8137
C -0.3044 -0.7558 1.0274
H 0.3325 2.4562 -1.1170
H 1.9100 2.5926 -0.6568
H -1.2163 0.5293 -1.7409
H -2.7579 -1.7294 -0.7862
H -1.6362 -2.4356 1.3479
H 0.2689 -0.7797 1.9747

The calculation puts the HOMO-LUMO gap at 0.3374 Ha. The LUMO energy comes out at 0.80 eV. The value obtained for the HOMO energy is -8.376 eV. As for the relative energy (zero: lowest compared OMol25 entry of this formula, charge and spin): 144.3 kJ/mol. As for the SMILES: [H]/N=C(/N)c1cc[nH]c1.


Table of electronic energy (eV), in record order: -6784.072 -6788.473 -6787.683 -6788.327 -8267.458 -8263.310 -8266.693 -8268.837 -8264.783 -10313.534 -10317.342 -14418.569 -16455.367 -17561.861 -19113.900 -9767.892
Table of largest force on an atom (Eh/bohr), in record order: 0.0608 0.0065 0.1126 0.0274 0.1117 0.0952 0.1162 0.0331 0.1032 0.0793 0.0598 0.0577 0.0996 0.0820 0.0792 0.0979